Below is C45H40IrN3OP3 as an isolated structure, with properties calculated with wB97M-V/def2-TZVPD.

The geometry in ORCA input format:
```
! wB97M-V def2-TZVPD RIJCOSX def2/J DEFGRID3
* xyz 4 2
Ir -0.828 -0.078 1.022
N -1.307 -2.332 -0.682
P -0.228 -2.208 0.603
C -0.517 -3.457 1.826
C 0.207 -3.414 3.024
C 0.052 -4.426 3.952
C -0.808 -5.489 3.681
C -1.526 -5.535 2.491
C -1.386 -4.519 1.558
C 1.457 -2.367 0.027
C 1.702 -3.121 -1.124
C 3.010 -3.372 -1.515
C 4.067 -2.870 -0.764
C 3.823 -2.110 0.377
C 2.521 -1.861 0.777
P -2.030 -0.798 -0.747
C -3.802 -0.898 -0.855
C -4.673 -0.905 0.237
C -6.026 -1.107 0.032
C -6.513 -1.315 -1.253
C -5.653 -1.304 -2.342
C -4.298 -1.084 -2.156
C -1.470 0.059 -2.207
C -0.476 -0.475 -3.027
C -0.141 0.179 -4.203
C -0.792 1.357 -4.555
C -1.769 1.897 -3.726
C -2.112 1.251 -2.549
H -1.551 -3.133 -1.252
H 0.889 -2.597 3.234
H 0.601 -4.398 4.883
H -0.914 -6.289 4.401
H -2.192 -6.363 2.292
H -1.963 -4.561 0.642
H 0.888 -3.538 -1.705
H 3.202 -3.979 -2.390
H 5.086 -3.094 -1.054
H 4.650 -1.734 0.966
H 2.346 -1.284 1.678
H -4.306 -0.736 1.236
H -6.707 -1.100 0.872
H -7.572 -1.474 -1.408
H -6.039 -1.455 -3.341
H -3.643 -1.053 -3.016
H 0.003 -1.413 -2.772
H 0.588 -0.255 -4.876
H -0.557 1.841 -5.494
H -2.287 2.803 -4.012
H -2.911 1.650 -1.934
N -3.609 0.263 4.041
C -3.693 -1.105 4.014
C -2.851 -1.517 3.034
N -2.249 -0.403 2.470
C -2.746 0.660 3.109
H -4.106 0.877 4.673
H -4.330 -1.655 4.686
H -2.632 -2.514 2.709
H -2.499 1.694 2.925
O 0.759 0.698 -0.039
P 1.625 1.959 -0.128
C 2.473 2.187 1.423
C 2.154 1.387 2.519
C 2.778 1.588 3.740
C 3.735 2.587 3.868
C 4.055 3.395 2.783
C 3.423 3.202 1.566
C 0.751 3.447 -0.542
C 0.648 3.936 -1.845
C -0.057 5.104 -2.089
C -0.676 5.775 -1.042
C -0.588 5.287 0.259
C 0.134 4.134 0.513
C 2.840 1.628 -1.441
C 3.002 0.324 -1.937
C 3.983 0.016 -2.933
C 4.809 0.994 -3.423
C 4.651 2.297 -2.939
C 3.660 2.610 -1.947
H 1.422 0.586 2.427
H 2.525 0.969 4.591
H 4.230 2.741 4.818
H 4.788 4.182 2.891
H 3.663 3.863 0.742
H 1.102 3.410 -2.675
H -0.118 5.500 -3.094
H -1.215 6.693 -1.235
H -1.048 5.832 1.072
H 0.263 3.798 1.537
H 2.373 -0.475 -1.554
H 4.058 -1.004 -3.289
H 5.562 0.778 -4.170
H 5.278 3.096 -3.318
H 3.581 3.640 -1.620
*
```

Computed properties:
DFT total energy = -3105.3943 hartree